The following is a quantum chemistry calculation of a structure of composition C19H55CuO9S8 in a non-equilibrium geometry, from the Open Molecules 2025 dataset.

Output
<S²>: 0.752
Molecular weight, g mol⁻¹: 747.722
Gap between HOMO and LUMO (alpha / beta), eV: 9.230 / 8.897
LUMO level (alpha / beta), eV: -1.53 / -1.77
E_HOMO (alpha / beta), eV: -10.8 / -10.7
2S+1: 2
Net charge: +1

XYZ file:
```
92
Properties=species:S:1:pos:R:3:lowdin_charge:R:1
Cu 0.245 1.763 -0.510 0.485
C 3.301 3.409 -0.765 -0.055
C 1.937 4.043 -0.647 -0.577
C 1.847 5.380 -1.339 -0.072
O 0.878 3.286 -1.228 -0.327
H 3.189 2.366 -0.486 0.027
H 4.089 3.953 -0.183 0.103
H 3.547 3.451 -1.875 0.095
H 1.865 4.274 0.418 0.118
H 0.846 5.766 -1.135 0.068
H 2.118 5.289 -2.459 0.111
H 2.461 6.164 -0.875 0.079
C -5.576 -0.527 0.942 -0.307
S -6.373 0.911 1.470 0.845
O -5.468 2.042 1.023 -0.558
C -6.164 0.725 3.242 -0.260
H -6.036 -1.455 1.293 0.069
H -4.498 -0.435 0.964 0.015
H -5.864 -0.559 -0.143 0.069
H -5.132 0.761 3.583 0.057
H -6.563 -0.215 3.640 0.063
H -6.734 1.502 3.693 0.034
C 1.301 -4.136 4.653 -0.251
S 1.126 -3.280 3.080 0.811
O 1.133 -1.797 3.324 -0.555
C 2.592 -3.764 2.338 -0.296
H 0.492 -3.947 5.331 0.044
H 2.257 -3.878 5.105 0.063
H 1.198 -5.204 4.388 0.061
H 2.364 -3.866 1.295 -0.005
H 2.824 -4.825 2.628 0.087
H 3.486 -3.190 2.496 0.055
C -1.572 3.423 3.209 -0.239
S -0.713 2.023 2.490 0.931
O 0.199 2.640 1.356 -0.554
C 0.393 1.742 3.975 -0.207
H -2.183 3.623 2.313 0.045
H -0.854 4.189 3.533 0.075
H -2.065 2.932 4.082 0.070
H 0.985 0.744 3.788 0.076
H -0.318 1.471 4.775 0.055
H 1.026 2.584 4.145 0.044
C 2.019 -5.060 -2.285 -0.293
S 1.038 -5.541 -0.894 0.830
O -0.328 -4.903 -1.083 -0.558
C 0.923 -7.286 -1.444 -0.247
H 1.976 -3.965 -2.275 0.010
H 1.623 -5.460 -3.223 0.061
H 3.060 -5.419 -2.214 0.074
H 0.589 -7.878 -0.622 0.032
H 1.897 -7.747 -1.600 0.056
H 0.342 -7.314 -2.366 0.063
C -1.491 -2.258 0.384 -0.260
S -1.862 -0.632 -0.081 0.912
O -0.536 0.060 0.244 -0.607
C -1.969 -0.785 -1.873 -0.214
H -1.125 -2.362 1.418 0.051
H -0.763 -2.776 -0.252 0.049
H -2.392 -2.834 0.422 0.057
H -0.928 -1.064 -2.252 0.069
H -2.346 0.173 -2.219 0.036
H -2.621 -1.673 -2.107 0.085
C 5.032 -1.626 0.234 -0.189
S 3.430 -1.339 -0.698 0.829
O 2.653 -2.560 -0.686 -0.555
C 2.631 -0.212 0.516 -0.210
H 5.381 -0.656 0.523 0.049
H 5.722 -2.163 -0.439 0.063
H 4.808 -2.197 1.055 -0.011
H 2.752 0.846 0.250 0.027
H 2.978 -0.454 1.498 0.049
H 1.598 -0.400 0.330 0.002
C 0.886 1.745 -4.025 -0.233
S 1.990 0.758 -3.026 0.908
O 1.067 0.435 -1.864 -0.625
C 1.728 -0.823 -4.016 -0.177
H 0.935 2.805 -3.697 0.062
H -0.054 1.261 -3.791 0.051
H 1.079 1.596 -5.094 0.064
H 2.258 -1.704 -3.602 0.052
H 2.060 -0.338 -4.957 0.047
H 0.611 -0.919 -3.978 0.061
C -3.893 3.968 -0.915 -0.263
S -2.129 3.934 -1.013 0.891
O -1.855 2.427 -1.194 -0.573
C -1.950 4.662 -2.641 -0.232
H -4.087 5.055 -0.843 0.071
H -4.180 3.518 0.037 0.012
H -4.386 3.336 -1.667 0.081
H -2.354 5.676 -2.695 0.068
H -2.499 4.047 -3.353 0.066
H -0.904 4.664 -2.848 0.022
```

=====

The following is a quantum chemistry calculation of a structure of composition C33H28IrN6O2PS2 in a non-equilibrium geometry, from the Open Molecules 2025 dataset.

Output
Molecular weight, g mol⁻¹: 827.952
Gap between HOMO and LUMO (alpha / beta), eV: 6.960 / 6.960
LUMO level (alpha / beta), eV: -6.68 / -6.68
E_HOMO (alpha / beta), eV: -13.6 / -13.6
Net charge: +2

XYZ file:
```
73
Properties=species:S:1:pos:R:3:lowdin_charge:R:1
Ir -0.951 -0.016 1.160 0.974
C -4.236 4.234 0.363 -0.335
S -4.778 2.516 0.543 0.924
C -3.445 1.805 1.369 -1.083
S -3.437 0.049 1.380 0.589
N -2.539 2.503 1.978 -0.076
N -1.518 1.821 2.471 -0.135
C -0.975 2.031 3.615 -0.016
C -0.050 1.034 4.105 -0.247
C 0.576 1.118 5.353 0.025
C 1.276 0.018 5.824 -0.010
C 1.328 -1.133 5.048 -0.007
C 0.707 -1.124 3.808 -0.114
N 0.047 -0.075 3.347 0.010
H -5.128 4.829 0.194 0.047
H -3.579 4.307 -0.500 0.035
H -3.729 4.547 1.270 0.039
H -1.301 2.834 4.267 0.153
H 0.497 2.011 5.954 0.130
H 1.766 0.043 6.786 0.128
H 1.831 -2.023 5.390 0.122
H 0.723 -1.997 3.172 0.108
O 5.711 -3.093 0.750 0.110
N 4.913 -3.681 0.064 -0.347
O 5.141 -4.598 -0.678 0.138
C 3.514 -3.246 0.151 -0.053
C 2.551 -4.182 -0.058 0.097
C 1.168 -3.857 0.018 -0.105
C 0.145 -4.784 -0.260 0.051
C -1.166 -4.396 -0.108 0.008
C -1.437 -3.113 0.373 -0.080
N -0.496 -2.216 0.605 0.003
C 0.795 -2.548 0.393 -0.153
C 1.816 -1.551 0.571 -0.153
N 1.417 -0.298 0.836 0.006
C 2.310 0.654 0.997 -0.118
C 3.679 0.431 0.878 0.010
C 4.121 -0.838 0.584 0.056
C 3.187 -1.882 0.442 -0.039
H 2.830 -5.202 -0.284 0.146
H 0.400 -5.784 -0.577 0.139
H -1.983 -5.069 -0.318 0.128
H -2.454 -2.815 0.582 0.113
H 1.920 1.636 1.221 0.117
H 4.377 1.242 1.011 0.128
H 5.175 -1.035 0.467 0.124
C -0.387 3.033 -0.767 -0.199
P -0.728 1.252 -1.026 0.959
C 0.586 0.683 -2.145 -0.380
C 1.826 1.308 -2.229 -0.097
C 2.762 0.859 -3.144 -0.056
C 2.473 -0.220 -3.963 -0.049
C 1.246 -0.860 -3.866 -0.052
C 0.307 -0.418 -2.956 -0.089
C -2.148 1.287 -2.174 -0.375
C -3.332 0.622 -1.896 -0.156
C -4.397 0.685 -2.777 -0.063
C -4.275 1.402 -3.955 -0.046
C -3.080 2.038 -4.258 -0.051
C -2.016 1.980 -3.378 -0.085
H -0.388 3.559 -1.721 0.067
H 0.569 3.186 -0.274 0.038
H -1.162 3.445 -0.124 0.030
H 2.058 2.155 -1.603 0.097
H 3.713 1.363 -3.222 0.116
H 3.203 -0.564 -4.676 0.117
H 1.016 -1.695 -4.509 0.116
H -0.661 -0.896 -2.888 0.112
H -3.425 0.039 -0.990 -0.003
H -5.318 0.175 -2.547 0.116
H -5.104 1.456 -4.642 0.117
H -2.979 2.575 -5.189 0.117
H -1.075 2.445 -3.638 0.112
```

=====

The following is a quantum chemistry calculation of an isolated molecule of C17H15N3O2S in a non-equilibrium geometry, from the Open Molecules 2025 dataset.

Output
SMILES: Cc1ccccc1/C=N/NC(=O)CSc1nc2ccccc2o1
Molecular weight, g mol⁻¹: 325.393
Gap between HOMO and LUMO, eV: 8.804
LUMO level, eV: 0.47
E_HOMO, eV: -8.3
Net charge: 0

XYZ file:
```
38
Properties=species:S:1:pos:R:3:lowdin_charge:R:1
C -4.242 -1.578 -0.363 -0.054
C -4.328 -0.094 -0.264 -0.211
C -5.538 0.546 -0.501 -0.047
C -5.665 1.921 -0.420 -0.083
C -4.564 2.696 -0.095 -0.092
C -3.352 2.084 0.144 -0.047
C -3.210 0.694 0.066 -0.169
C -1.900 0.147 0.335 -0.081
N -1.628 -1.094 0.285 0.071
N -0.371 -1.486 0.563 0.036
C 0.007 -2.785 0.446 -0.543
O -0.712 -3.696 0.118 0.078
C 1.481 -2.987 0.803 -0.340
S 2.612 -2.482 -0.543 1.051
C 2.741 -0.790 -0.236 -0.656
N 2.083 -0.106 0.650 0.110
C 2.539 1.188 0.502 -0.212
C 2.203 2.361 1.161 -0.011
C 2.853 3.512 0.760 -0.088
C 3.804 3.504 -0.259 -0.084
C 4.149 2.342 -0.927 0.005
C 3.499 1.192 -0.528 -0.192
O 3.615 -0.089 -0.987 0.079
H -3.904 -2.003 0.581 0.083
H -3.503 -1.869 -1.107 0.083
H -5.207 -2.003 -0.626 0.075
H -6.403 -0.051 -0.754 0.108
H -6.621 2.387 -0.610 0.101
H -4.652 3.771 -0.030 0.100
H -2.490 2.685 0.397 0.105
H -1.120 0.880 0.591 0.122
H 0.347 -0.783 0.801 0.096
H 1.765 -2.429 1.693 0.084
H 1.665 -4.052 0.936 0.086
H 1.470 2.363 1.951 0.111
H 2.619 4.446 1.249 0.103
H 4.285 4.429 -0.535 0.104
H 4.883 2.327 -1.716 0.119
```